(1)
Formula: C2H3N4S2
Source: the Open Molecules 2025 dataset
Level of theory: ωB97M-V/def2-TZVPD

Summary:
Total charge: -1
E: -1093.3180 Ha
LUMO level: 3.440 eV
ΔE to the lowest compared entry with this formula, charge and spin: 332.7 kJ/mol

CARTESIAN COORDINATES (ANGSTROEM)
1 C 0.20271 -1.53347 -1.67665
2 C -1.22588 0.22764 -0.06504
3 N 2.23515 -1.36563 -2.58928
4 N 1.02812 -0.79344 -2.66640
5 N 1.03949 -2.32571 -1.11384
6 N 2.20837 -2.21027 -1.59821
7 S -1.80383 1.76957 -0.29665
8 S -1.07066 -0.30545 1.60772
9 H -0.75482 -0.76465 -1.30163
10 H 0.85525 -0.01487 -3.30424
11 H -1.71709 0.62174 2.15309

(2)
Formula: C37H64BrN9O3P
Source: the Open Molecules 2025 dataset
Level of theory: ωB97M-V/def2-TZVPD

Summary:
Total charge: -1
E: -5082.1580 Ha
LUMO level: 1.472 eV

CARTESIAN COORDINATES (ANGSTROEM)
1 O -0.90561 -3.18001 -3.83966
2 C 0.29119 -3.36449 -4.16761
3 O 0.80559 -4.39502 -4.63253
4 P 1.29403 -1.76949 -3.92768
5 O 2.35202 -1.82061 -5.21397
6 Br 2.67490 -2.11051 -2.17923
7 H 2.03092 -1.15419 -5.83099
8 C -0.70844 2.63499 -2.32904
9 C 0.41302 2.29162 -1.35686
10 C 1.80781 2.52153 -1.95165
11 C 2.00708 1.67909 -3.13203
12 N 2.18891 0.98712 -4.02924
13 H -0.67059 2.00088 -3.21562
14 H -1.67922 2.47464 -1.85513
15 H -0.65485 3.67556 -2.64973
16 H 0.32153 1.24854 -1.05095
17 H 0.31074 2.90174 -0.45328
18 H 2.57650 2.26990 -1.21893
19 H 1.94097 3.56650 -2.24027
20 C -1.63584 1.62672 2.04837
21 C -0.60226 1.39558 3.14773
22 C 0.83678 1.44650 2.62841
23 C 1.05568 0.41200 1.61493
24 N 1.20778 -0.37398 0.79163
25 H -1.58683 0.85192 1.28139
26 H -2.64477 1.61124 2.46261
27 H -1.48491 2.59443 1.56377
28 H -0.78014 0.42708 3.61730
29 H -0.72051 2.15533 3.92448
30 H 1.53873 1.28843 3.44451
31 H 1.04651 2.42054 2.18007
32 C 3.15359 -5.70240 1.28002
33 C 3.29954 -4.79028 2.49319
34 C 2.80154 -3.36696 2.22264
35 C 3.55769 -2.74468 1.13580
36 N 4.11294 -2.28935 0.24086
37 H 3.75081 -5.34611 0.44033
38 H 3.48954 -6.71287 1.51833
39 H 2.11364 -5.75921 0.95471
40 H 4.34844 -4.75842 2.79881
41 H 2.73426 -5.20620 3.33132
42 H 2.90414 -2.74555 3.11241
43 H 1.74623 -3.37519 1.94393
44 C -5.54227 -3.04048 -0.68529
45 C -5.12807 -3.03002 -2.15294
46 C -3.60757 -2.98702 -2.35054
47 C -3.06314 -1.76656 -1.74328
48 N -2.69520 -0.78810 -1.26662
49 H -5.21952 -2.13049 -0.17651
50 H -6.62778 -3.10413 -0.59081
51 H -5.10947 -3.89687 -0.16335
52 H -5.58362 -2.16959 -2.64889
53 H -5.51728 -3.92636 -2.64050
54 H -3.35507 -2.99530 -3.40993
55 H -3.12645 -3.85003 -1.89379
56 C 5.27402 0.37953 5.68961
57 C 4.83254 -0.78724 6.56705
58 C 3.97016 -1.80132 5.80721
59 C 2.74466 -1.17861 5.29336
60 N 1.79621 -0.67074 4.89167
61 H 4.42201 0.95492 5.32233
62 H 5.90809 1.06238 6.25779
63 H 5.84407 0.02934 4.82687
64 H 4.27643 -0.40287 7.42529
65 H 5.71143 -1.29257 6.95829
66 H 3.68608 -2.62634 6.46135
67 H 4.52682 -2.21608 4.96470
68 C -4.63157 4.08874 -5.67155
69 C -4.69306 4.77175 -4.31072
70 C -3.67177 5.90599 -4.17142
71 C -2.30559 5.39741 -4.32705
72 N -1.25091 4.96225 -4.45515
73 H -3.66269 3.61510 -5.83554
74 H -5.39147 3.31061 -5.74334
75 H -4.80492 4.80787 -6.47603
76 H -4.52523 4.03108 -3.52653
77 H -5.69232 5.18322 -4.15645
78 H -3.75773 6.37811 -3.19228
79 H -3.84750 6.66931 -4.93227
80 C 5.88635 1.75772 10.61456
81 C 7.07970 1.03925 11.23423
82 C 8.03121 0.45357 10.18462
83 C 7.34303 -0.53106 9.34466
84 N 6.80022 -1.30553 8.69383
85 H 5.27035 1.07421 10.02834
86 H 5.25220 2.18472 11.39115
87 H 6.21183 2.56937 9.96108
88 H 6.72303 0.24050 11.88707
89 H 7.63922 1.73726 11.85935
90 H 8.87719 -0.03807 10.66538
91 H 8.42259 1.24321 9.54126
92 C -2.38550 -6.46286 -0.64637
93 C -2.83947 -7.60040 0.25954
94 C -3.80463 -8.56703 -0.43648
95 C -5.02750 -7.87918 -0.86589
96 N -5.98130 -7.33561 -1.20206
97 H -3.22669 -5.84323 -0.95814
98 H -1.68008 -5.81678 -0.12491
99 H -1.89262 -6.84221 -1.54255
100 H -3.31932 -7.18961 1.15076
101 H -1.96646 -8.16251 0.59724
102 H -4.08964 -9.37513 0.23856
103 H -3.33135 -9.01142 -1.31332
104 C -2.35933 7.24677 -8.91304
105 C -3.61990 6.87411 -9.68491
106 C -4.75199 7.89481 -9.51126
107 C -5.14382 8.00430 -8.10307
108 N -5.42342 8.06215 -6.99138
109 H -2.54335 7.27659 -7.83831
110 H -1.57380 6.51263 -9.08781
111 H -1.98343 8.22422 -9.22271
112 H -3.96486 5.89096 -9.35971
113 H -3.38483 6.79493 -10.74773
114 H -5.62715 7.59646 -10.08921
115 H -4.43789 8.87964 -9.86062

(3)
Formula: C4H7NO2
Source: the Open Molecules 2025 dataset
Level of theory: ωB97M-V/def2-TZVPD

Summary:
E: -361.7979 Ha
LUMO level: 0.906 eV
ΔE to the lowest compared entry with this formula, charge and spin: 217.7 kJ/mol

CARTESIAN COORDINATES (ANGSTROEM)
1 C -0.79322 -1.33800 -0.57938
2 C -0.03340 -0.02594 -0.05712
3 C 1.45637 -0.02792 0.03976
4 N 2.16000 1.02099 -0.49158
5 O 2.03190 -0.94910 0.55857
6 C -0.79758 0.73722 0.94010
7 O -0.65918 1.14813 -0.38340
8 H -0.28291 -2.14937 -0.06796
9 H -0.68813 -1.45052 -1.64828
10 H -1.90447 -1.29193 -0.24730
11 H 2.05318 1.52428 -1.30195
12 H 3.15986 1.06539 -0.17171
13 H -1.96843 0.53688 1.13884
14 H -0.27123 1.31986 1.73932

(4)
Formula: C8H18ClIN2O3PSn
Source: the Open Molecules 2025 dataset
Level of theory: ωB97M-V/def2-TZVPD

Summary:
Total charge: +3
E: -1963.2406 Ha
LUMO level (spin up / spin down): -14.319 / -14.053 eV
ΔE to the lowest compared entry with this formula, charge and spin: 0.0 kJ/mol

CARTESIAN COORDINATES (ANGSTROEM)
1 C -0.77589 -2.47995 -0.78067
2 C 0.32254 -1.58000 -0.38206
3 H -0.38964 -3.50260 -0.98805
4 H -1.27941 -2.10927 -1.69270
5 H -1.54587 -2.51492 0.01311
6 O 1.48145 -1.83975 -0.17399
7 I 1.27599 2.98953 0.63774
8 Sn -0.88675 0.52467 0.12710
9 P -0.08531 1.05728 -2.41196
10 C 1.61239 1.50930 -2.87947
11 C -0.56124 -0.16491 -3.66316
12 H -2.04529 2.45507 -2.37490
13 H -1.15652 2.60148 -3.92150
14 H -0.56018 3.42794 -2.43024
15 C -1.05115 2.53367 -2.82980
16 H -1.59473 -0.49461 -3.49231
17 H -0.48270 0.28599 -4.66447
18 H 1.63422 1.83268 -3.93442
19 H 2.28510 0.65158 -2.74859
20 H 0.09552 -1.04372 -3.61167
21 H 1.96372 2.32588 -2.23687
22 C 2.03796 0.41628 -0.04901
23 O 3.16230 0.34415 0.13608
24 Cl -3.24398 0.41304 0.47066
25 C -0.97380 -1.95817 4.53307
26 N 0.03742 -0.93673 4.39313
27 C 0.16232 -0.12437 3.32859
28 N 1.17833 0.77085 3.41959
29 O -0.61984 -0.21367 2.31816
30 H -1.44702 -2.21842 3.58340
31 H -1.75077 -1.61405 5.22225
32 H -0.48837 -2.84970 4.94004
33 H 0.74687 -0.84030 5.12676
34 H 1.27764 1.50061 2.70089
35 H 1.66470 0.84513 4.31527

(5)
Formula: C11H13IIrN4O5S
Source: the Open Molecules 2025 dataset
Level of theory: ωB97M-V/def2-TZVPD

Summary:
Total charge: +1
E: -1822.2218 Ha
LUMO level: -5.319 eV
ΔE to the lowest compared entry with this formula, charge and spin: 20.6 kJ/mol

CARTESIAN COORDINATES (ANGSTROEM)
1 Ir -1.29351 -0.44446 1.55502
2 O -0.14221 1.27658 -4.77461
3 C 0.44016 1.77740 -3.81154
4 O 1.61503 2.13316 -3.61539
5 C -0.35392 1.68695 -2.47332
6 C 0.16739 2.25979 -1.31546
7 C -0.24167 1.79350 -0.08933
8 N -1.13395 0.78992 -0.00725
9 C -1.75776 0.33945 -1.11329
10 C -1.42835 0.80655 -2.36181
11 C -2.64678 -0.85093 -0.88514
12 O -3.38327 -1.29995 -1.70986
13 O -2.47262 -1.41156 0.32735
14 H 0.97522 2.97261 -1.41473
15 H 0.18797 2.12580 0.84537
16 H -1.88763 0.40322 -3.25584
17 N 0.17376 1.50242 5.01815
18 C -0.13070 0.54218 4.16162
19 O -0.31679 0.81273 2.95788
20 C -0.17115 -0.86705 4.69692
21 I -1.67166 -2.00754 3.69868
22 H 0.25391 2.45250 4.68508
23 H 0.35922 1.31646 5.98949
24 H -0.36520 -0.90975 5.76398
25 H 0.77577 -1.35627 4.47183
26 C 2.17713 -1.07594 -2.66209
27 N 1.87282 -0.89646 -1.23948
28 C 0.89571 -1.49839 -0.61075
29 N 0.06367 -2.30522 -1.24583
30 S 0.77981 -1.30196 1.14620
31 H 2.97861 -0.39505 -2.92689
32 H 1.32149 -0.80603 -3.27913
33 H 2.49215 -2.10292 -2.85138
34 H 2.43591 -0.26057 -0.69599
35 H 0.07344 -2.39591 -2.25225
36 H -0.64201 -2.80526 -0.72623

(6)
Formula: C7H7FN2O2
Source: the Open Molecules 2025 dataset
Level of theory: ωB97M-V/def2-TZVPD

Summary:
E: -630.5265 Ha
LUMO level (spin up / spin down): -1.094 / -1.094 eV
ΔE to the lowest compared entry with this formula, charge and spin: 372.7 kJ/mol

CARTESIAN COORDINATES (ANGSTROEM)
1 C 1.42484 0.01040 1.24703
2 C 0.53603 -1.03516 1.09984
3 C 1.40620 1.08246 0.38263
4 C -0.48511 -0.94770 0.16658
5 C 0.27681 1.27549 -0.42171
6 C -0.60112 0.16953 -0.64485
7 C -1.85343 0.27936 -1.27690
8 N -3.12086 0.97994 0.16560
9 N -2.56547 0.54841 1.29475
10 O -2.62596 -0.66884 1.37286
11 O -2.31111 1.32312 2.22351
12 F -3.30078 2.36359 0.25383
13 H 2.17259 -0.04661 2.02403
14 H 0.78639 -1.95300 1.54159
15 H 2.16184 1.83097 0.38409
16 H -1.19921 -1.69214 0.12071
17 H 0.29686 2.02881 -1.19917
18 H -2.04927 1.03189 -2.02419
19 H -2.49904 -0.58700 -1.33775